[1]
This record from the OMol25 dataset describes 7 unconnected molecules or ions with the total composition C49H59F3N8O13PS3 at a distorted geometry. The level of theory is ωB97M-V with the def2-TZVPD basis set.

Structure (ORCA input):
```
! wB97M-V def2-TZVPD RIJCOSX def2/J DEFGRID3
* xyz 1 1
C -5.570 -2.395 0.359
O -5.076 -1.132 -0.282
C -3.590 -1.344 -0.280
C -2.861 -0.560 -1.566
C -1.794 -1.555 -2.375
C -0.301 -1.007 -2.569
O -0.097 0.466 -2.346
C 1.312 0.869 -1.973
C 0.823 2.288 -1.200
O -0.599 2.262 -0.808
N -1.037 3.551 -0.730
O -2.136 3.670 -1.258
C 2.282 1.536 -3.057
S 3.682 0.787 -3.931
O 3.473 1.012 -5.483
O 5.065 1.494 -3.644
C 1.653 -0.474 -1.025
P 3.486 -0.516 -0.622
O 4.441 -1.475 -1.432
O 3.925 -0.963 1.048
O 4.353 1.037 -0.736
S 0.928 -0.310 0.741
O 1.160 -1.591 1.644
O -0.655 -0.290 0.717
C 1.459 1.048 1.829
F 2.758 1.704 1.646
F 0.459 2.182 1.941
F 1.507 0.569 3.270
N 0.947 -1.598 -1.866
C 0.583 -2.875 -1.104
C 1.839 -3.765 -0.557
C 1.163 -4.827 0.548
C -0.048 -5.882 0.130
C -0.678 -6.847 1.329
C -0.188 -6.806 2.905
C 1.048 -5.761 3.295
C 1.676 -4.801 2.111
C 1.699 -2.113 -3.061
S 0.912 -3.373 -4.202
O 0.904 -2.905 -5.703
O 1.590 -4.770 -4.146
H -5.004 -2.656 1.351
H -6.722 -2.226 0.529
H -5.474 -3.292 -0.399
H -3.443 -2.504 -0.307
H -3.172 -0.978 0.764
H -3.756 -0.208 -2.252
H -2.376 0.394 -1.113
H -1.975 -2.607 -1.911
H -2.313 -1.639 -3.453
H -0.260 -0.903 -3.761
H 1.574 2.658 -0.401
H 0.811 3.144 -2.039
H 1.567 2.040 -3.876
H 2.784 2.491 -2.531
H 3.926 -0.585 -3.804
H 4.915 -0.792 1.111
H 3.712 1.799 -0.697
H -0.205 -2.676 -0.223
H -0.079 -3.642 -1.726
H 2.351 -4.396 -1.425
H 2.653 -3.186 0.048
H -0.474 -5.966 -0.962
H -1.572 -7.595 1.080
H -0.673 -7.475 3.746
H 1.433 -5.682 4.398
H 2.542 -4.052 2.420
H 1.850 -1.217 -3.794
H 2.741 -2.592 -2.874
H -0.469 -3.563 -3.877
N 5.302 -3.108 4.938
C 5.099 -1.921 4.325
C 6.111 -1.019 4.039
C 7.411 -1.349 4.406
C 7.651 -2.564 5.040
C 6.575 -3.402 5.281
H 4.067 -1.707 4.062
H 5.890 -0.080 3.543
H 8.230 -0.667 4.200
H 8.653 -2.851 5.340
H 6.712 -4.363 5.769
N 2.847 4.761 6.748
C 3.246 3.497 6.483
C 2.827 2.773 5.378
C 1.941 3.378 4.492
C 1.511 4.677 4.740
C 1.989 5.322 5.870
H 3.935 3.068 7.205
H 3.182 1.762 5.213
H 1.589 2.841 3.616
H 0.820 5.176 4.069
H 1.685 6.338 6.105
N -6.283 -1.419 -4.909
C -6.409 -0.343 -5.717
C -7.276 0.709 -5.469
C -8.067 0.655 -4.326
C -7.961 -0.441 -3.476
C -7.062 -1.442 -3.806
H -5.773 -0.349 -6.597
H -7.334 1.549 -6.151
H -8.760 1.460 -4.100
H -8.564 -0.513 -2.578
H -6.940 -2.317 -3.173
N -8.154 2.077 -8.280
C -8.837 3.225 -8.480
C -9.257 3.666 -9.725
C -8.957 2.884 -10.835
C -8.253 1.696 -10.662
C -7.879 1.338 -9.377
H -9.044 3.802 -7.583
H -9.805 4.596 -9.826
H -9.269 3.197 -11.827
H -8.003 1.065 -11.507
H -7.331 0.419 -9.190
N -3.766 -0.378 3.685
C -3.824 -0.458 5.033
C -2.780 -0.100 5.871
C -1.602 0.364 5.294
C -1.512 0.455 3.909
C -2.611 0.078 3.154
H -4.762 -0.828 5.434
H -2.882 -0.182 6.947
H -0.762 0.652 5.919
H -0.608 0.812 3.429
H -2.591 0.134 2.070
N 8.220 4.604 3.746
C 6.988 4.103 3.982
C 6.157 4.548 4.999
C 6.618 5.566 5.827
C 7.884 6.100 5.610
C 8.640 5.592 4.566
H 6.675 3.309 3.311
H 5.175 4.111 5.141
H 5.996 5.939 6.635
H 8.272 6.894 6.238
H 9.632 5.979 4.353
*
```

## Properties
Kohn-Sham gap   4.53 eV

Löwdin atomic charge list, values in e, 5 entries: number 1, C, carries -0.1220; number 2, O, carries -0.2442; number 3, C, carries -0.1942; number 4, C, carries -0.0944; number 5, C, carries -0.0912

---

[2]
This record from the OMol25 dataset describes 6 unconnected molecules or ions with the total composition C2H14O5 at a distorted geometry. The level of theory is ωB97M-V with the def2-TZVPD basis set.

Structure (ORCA input):
```
! wB97M-V def2-TZVPD RIJCOSX def2/J DEFGRID3
* xyz 0 1
C -4.700 4.696 0.999
C -5.249 3.898 1.947
H -5.178 5.320 0.181
H -3.673 4.635 0.951
H -6.397 3.583 1.890
H -4.587 3.516 2.706
O -0.556 0.861 -0.904
H -1.146 0.010 -0.761
H -0.636 1.151 -0.012
O 1.291 -5.654 -0.659
H 0.784 -5.532 -1.516
H 2.198 -5.462 -0.805
O 4.877 -2.199 -1.979
H 5.579 -1.577 -1.708
H 4.224 -2.093 -1.294
O 2.476 -2.904 0.021
H 1.819 -3.256 0.653
H 1.987 -2.959 -0.819
O 2.302 1.555 0.667
H 1.561 1.512 0.007
H 3.023 0.898 0.436
*
```

## Properties
SMILES   C=C.O.O.O.O.O
Relative energy (zero: lowest compared OMol25 entry of this formula, charge and spin)   245.26 kJ/mol
Kohn-Sham gap   10.16 eV

Löwdin atomic charge list, values in e, 5 entries: number 1, C, carries -0.0941; number 2, C, carries -0.0924; number 3, H, carries 0.0698; number 4, H, carries -0.0004; number 5, H, carries 0.0890

---

[3]
This record from the OMol25 dataset describes a single C18H22N2O6S2 molecule. The level of theory is ωB97M-V with the def2-TZVPD basis set.

Structure (ORCA input):
```
! wB97M-V def2-TZVPD RIJCOSX def2/J DEFGRID3
* xyz 0 1
C 0.147 -4.226 1.014
O -0.219 -3.086 0.273
C 0.763 -2.304 -0.249
C 0.331 -1.184 -0.960
C 1.243 -0.299 -1.491
C 2.609 -0.508 -1.338
C 3.605 0.521 -1.800
N 4.202 1.237 -0.687
S 3.253 2.343 0.109
O 2.623 3.159 -0.880
O 4.096 2.941 1.098
C 1.970 1.415 0.974
C 2.315 0.398 1.844
C 1.320 -0.307 2.503
C -0.011 0.019 2.291
C -0.334 1.057 1.439
S -2.061 1.478 1.188
O -2.154 2.889 0.960
O -2.819 0.895 2.256
N -2.372 0.632 -0.232
C -3.430 -0.359 -0.160
C -4.796 0.308 -0.335
O -4.851 1.039 -1.540
C -3.861 2.045 -1.575
C -2.459 1.445 -1.432
C 0.649 1.765 0.775
C 3.033 -1.643 -0.661
C 2.128 -2.538 -0.118
H -0.788 -4.680 1.337
H 0.742 -3.959 1.893
H 0.703 -4.943 0.401
H -0.728 -1.016 -1.054
H 0.895 0.572 -2.025
H 4.414 0.064 -2.377
H 3.118 1.285 -2.407
H 4.735 0.668 -0.049
H 3.357 0.173 2.012
H 1.582 -1.100 3.186
H -0.810 -0.502 2.795
H -3.365 -0.844 0.811
H -3.263 -1.093 -0.955
H -5.592 -0.436 -0.394
H -4.973 0.974 0.523
H -3.974 2.548 -2.536
H -4.019 2.763 -0.758
H -1.718 2.238 -1.358
H -2.234 0.803 -2.290
H 0.405 2.588 0.124
H 4.091 -1.834 -0.550
H 2.498 -3.406 0.405
*
```

## Properties
SMILES   COc1ccc(CNS(=O)(=O)c2cccc(S(=O)(=O)N3CCOCC3)c2)cc1
Relative energy (zero: lowest compared OMol25 entry of this formula, charge and spin)   355.07 kJ/mol
Kohn-Sham gap   9.06 eV

Löwdin atomic charge list, values in e, 5 entries: number 1, C, carries -0.0827; number 2, O, carries -0.0823; number 3, C, carries -0.2783; number 4, C, carries 0.0107; number 5, C, carries -0.0304

---

[4]
This record from the OMol25 dataset describes 2 unconnected molecules or ions with the total composition CH3N2O2 at a distorted geometry. The level of theory is ωB97M-V with the def2-TZVPD basis set.

Structure (ORCA input):
```
! wB97M-V def2-TZVPD RIJCOSX def2/J DEFGRID3
* xyz 1 1
C 0.595 0.083 -0.474
N 1.422 0.106 0.527
N -2.653 -0.350 0.494
O -0.638 -0.083 -0.451
O -3.338 0.236 -0.122
H 1.076 0.169 -1.522
H 2.432 0.086 0.154
H 1.105 -0.247 1.394
*
```

## Properties
Relative energy (zero: lowest compared OMol25 entry of this formula, charge and spin)   62.45 kJ/mol
Kohn-Sham gap (spin up / spin down)   7.28 / 7.28 eV

Löwdin atomic charge list, values in e, 5 entries: number 1, C, carries -0.3641; number 2, N, carries 0.1730; number 3, N, carries 0.4023; number 4, O, carries -0.0563; number 5, O, carries 0.3707

---

[5]
This record from the OMol25 dataset describes 2 unconnected molecules or ions with the total composition C6H16 at a distorted geometry. The level of theory is ωB97M-V with the def2-TZVPD basis set.

Structure (ORCA input):
```
! wB97M-V def2-TZVPD RIJCOSX def2/J DEFGRID3
* xyz 1 2
C -0.739 -1.115 0.093
C -2.073 -1.667 0.727
C 0.157 -2.241 -0.247
C -1.007 -0.297 -1.150
H -0.329 -0.487 0.927
H -2.191 -2.682 0.364
H 1.193 -1.833 -0.314
H 0.012 -3.124 0.383
H 0.227 -2.740 -1.239
H -0.318 -0.511 -1.990
H -1.955 -0.566 -1.633
H -2.890 -0.962 0.683
H -1.963 -1.827 1.809
H -0.938 0.767 -0.958
C 1.436 3.039 -0.222
C 2.047 2.039 0.812
H 1.278 4.003 0.264
H 2.037 3.227 -1.105
H 0.429 2.778 -0.563
H 2.310 2.663 1.666
H 2.925 1.647 0.317
H 1.278 1.390 1.231
*
```

## Properties
Expectation value of S²   0.753
Relative energy (zero: lowest compared OMol25 entry of this formula, charge and spin)   93.34 kJ/mol
Kohn-Sham gap (spin up / spin down)   11.69 / 4.15 eV

Löwdin atomic charge list, values in e, 5 entries: number 1, C, carries -0.3541; number 2, C, carries 0.0289; number 3, C, carries 0.0118; number 4, C, carries -0.0072; number 5, H, carries 0.1941

---

[6]
This record from the OMol25 dataset describes a single C5H9NO molecule at a distorted geometry. The level of theory is ωB97M-V with the def2-TZVPD basis set.

Structure (ORCA input):
```
! wB97M-V def2-TZVPD RIJCOSX def2/J DEFGRID3
* xyz 0 1
C 1.469 -0.283 0.497
C 0.050 -0.391 -0.009
C -0.127 -0.050 -1.482
C -0.869 0.538 0.856
O -0.386 1.869 0.803
C -1.331 -2.118 0.442
N -0.220 -1.896 0.088
H 1.775 0.760 0.529
H 1.516 -0.706 1.507
H 2.126 -0.866 -0.151
H 0.442 -0.753 -2.093
H 0.237 0.963 -1.678
H -1.182 -0.118 -1.779
H -1.922 0.498 0.536
H -0.832 0.247 1.911
H -0.747 2.306 0.021
*
```

## Properties
Relative energy (zero: lowest compared OMol25 entry of this formula, charge and spin)   262.59 kJ/mol
Kohn-Sham gap   11.26 eV

Löwdin atomic charge list, values in e, 5 entries: number 1, C, carries -0.0511; number 2, C, carries -0.5699; number 3, C, carries -0.0454; number 4, C, carries -0.2348; number 5, O, carries -0.0597

---

[7]
This record from the OMol25 dataset describes a single C5H14NP molecule at a distorted geometry. The level of theory is ωB97M-V with the def2-TZVPD basis set.

Structure (ORCA input):
```
! wB97M-V def2-TZVPD RIJCOSX def2/J DEFGRID3
* xyz 0 1
N -1.642 -1.558 2.211
C -0.195 -1.676 1.685
C 0.210 -0.161 1.179
C 1.512 -0.098 0.184
C 1.193 1.128 -0.908
C 0.237 0.521 -2.102
P -1.570 1.150 -2.077
H -2.215 -1.533 1.315
H -1.685 -0.562 2.554
H -0.240 -2.479 0.833
H 0.488 -2.100 2.541
H -0.695 0.386 0.666
H 0.467 0.457 2.154
H 2.513 0.221 0.741
H 1.690 -1.114 -0.412
H 2.201 1.571 -1.330
H 0.632 1.955 -0.297
H 0.216 -0.667 -2.033
H 0.679 0.828 -3.165
H -2.014 1.481 -0.743
H -1.780 2.247 -2.995
*
```

## Properties
SMILES   NCCCCCP
Relative energy (zero: lowest compared OMol25 entry of this formula, charge and spin)   305.90 kJ/mol
Kohn-Sham gap   9.27 eV

Löwdin atomic charge list, values in e, 5 entries: number 1, N, carries -0.0779; number 2, C, carries -0.2702; number 3, C, carries -0.2202; number 4, C, carries -0.2227; number 5, C, carries -0.2800

---

[8]
This record from the OMol25 dataset describes a molecular structure, C18H23N4OPdS. The level of theory is ωB97M-V with the def2-TZVPD basis set.

Structure (ORCA input):
```
! wB97M-V def2-TZVPD RIJCOSX def2/J DEFGRID3
* xyz 1 1
Pd -0.066 1.371 0.156
C -0.329 1.741 4.729
C 0.282 2.019 3.383
O -0.407 2.269 2.400
N 1.631 1.971 3.332
C 2.406 2.203 2.126
C 2.839 0.908 1.482
C 4.113 0.398 1.685
C 4.446 -0.832 1.137
C 3.488 -1.514 0.406
C 2.244 -0.929 0.243
N 1.923 0.256 0.757
H -1.383 1.998 4.699
H 0.163 2.312 5.515
H -0.224 0.682 4.965
H 2.126 1.709 4.170
H 3.276 2.815 2.376
H 1.788 2.797 1.441
H 4.830 0.960 2.265
H 5.432 -1.249 1.282
H 3.696 -2.476 -0.038
H 1.466 -1.431 -0.318
C -2.711 0.434 -2.865
N -1.598 -0.381 -3.414
C -2.155 -1.526 -4.173
C -0.568 -0.792 -2.391
C -1.156 -1.161 -1.070
C -1.756 -2.408 -0.868
C -2.391 -2.718 0.319
C -2.438 -1.775 1.334
C -1.808 -0.551 1.180
C -1.139 -0.253 -0.006
H -3.285 0.815 -3.704
H -2.317 1.252 -2.269
H -3.330 -0.217 -2.251
H -1.064 0.228 -4.067
H -2.735 -2.147 -3.496
H -1.343 -2.100 -4.613
H -2.800 -1.140 -4.958
H 0.088 0.071 -2.275
H 0.003 -1.595 -2.861
H -1.715 -3.149 -1.657
H -2.848 -3.686 0.454
H -2.951 -1.998 2.259
H -1.822 0.179 1.982
S 0.425 2.048 -4.333
C 0.006 2.226 -2.782
N -0.331 2.370 -1.670
*
```

## Properties
Relative energy (zero: lowest compared OMol25 entry of this formula, charge and spin)   103.49 kJ/mol
Kohn-Sham gap (spin up / spin down)   7.37 / 7.37 eV

Löwdin atomic charge list, values in e, 5 entries: number 1, Pd, carries 0.8531; number 2, C, carries 0.0164; number 3, C, carries -0.5187; number 4, O, carries -0.0313; number 5, N, carries 0.0822